[1]
Density functional theory data (ωB97M-V with the def2-TZVPD basis set) for a molecular structure, C12H21Cl3GeN6NaO8P2SSe.

Computed properties:
Frontier orbital gap (spin up / spin down)   7.365 / 6.572 eV
E_tot   -231380.05415 eV
Max |F|   0.7 eV/Å
<S²>   0.75
Total charge   -2
Spin multiplicity   2

CARTESIAN COORDINATES (ANGSTROEM)
Se: 1.586 1.422 -1.967
Ge: 0.538 -1.089 4.190
Cl: -0.022 -2.600 5.833
Cl: 1.662 -2.612 2.836
Cl: 2.506 -0.267 5.182
S: 3.981 0.318 -0.323
P: -2.471 2.743 2.474
P: -1.109 4.320 0.403
Na: -0.488 1.354 0.810
O: -1.141 2.127 2.752
O: -2.355 3.420 0.971
O: -1.937 1.202 -1.214
O: -0.039 3.339 -0.006
O: -1.792 4.793 -1.013
O: -0.838 5.488 1.257
O: -3.471 1.495 2.077
O: -3.219 3.624 3.395
N: -0.928 -1.033 0.917
N: 4.463 -0.764 2.077
N: 1.883 1.658 1.463
N: 2.213 -1.207 -5.831
N: 2.889 0.864 2.053
N: -2.034 -4.984 0.049
C: -3.215 0.581 -1.174
C: 1.866 0.368 -3.507
C: 3.730 0.130 1.347
C: 2.714 -1.566 -4.646
C: 2.566 -0.841 -3.475
C: -2.300 -2.946 1.348
C: -1.897 -1.645 1.593
C: -0.677 -3.018 -0.394
C: 1.348 0.759 -4.743
C: -1.665 -3.666 0.340
C: 1.538 -0.055 -5.847
C: -0.346 -1.716 -0.070
H: 0.801 1.688 -4.842
H: 2.994 -1.203 -2.549
H: 3.975 -1.183 2.863
H: 2.776 0.660 3.044
H: -3.599 0.519 -0.155
H: 2.326 2.293 0.802
H: 1.462 2.227 2.196
H: -1.300 4.341 -1.709
H: 0.435 -1.200 -0.620
H: -0.155 -3.527 -1.196
H: -3.940 1.115 -1.795
H: 4.938 -1.434 1.496
H: -3.078 -3.397 1.951
H: -1.302 -5.518 -0.392
H: -3.095 -0.427 -1.572
H: -2.359 -1.058 2.380
H: -2.420 -5.477 0.839
H: 1.127 0.242 -6.808
H: 3.264 -2.502 -4.628
H: -4.351 1.761 2.366
H: -2.040 2.084 -0.824

***

[2]
Density functional theory data (ωB97M-V with the def2-TZVPD basis set) for a molecular structure, C4H9NO.

Computed properties:
Frontier orbital gap   8.515 eV
E_tot   -7826.68561 eV
Relative energy (zero: lowest compared OMol25 entry of this formula, charge and spin)   543.6 kJ/mol
Max |F|   0.4 eV/Å
Spin multiplicity   1

CARTESIAN COORDINATES (ANGSTROEM)
O: 0.454 2.106 -0.921
N: 0.225 -0.460 -0.354
C: -0.261 1.692 0.653
C: 0.465 0.373 0.833
C: 0.231 -1.899 -0.172
C: -1.041 -1.168 -0.400
H: 0.424 -2.265 0.836
H: -1.523 -1.216 -1.374
H: 0.545 1.170 -1.242
H: 1.562 0.407 0.951
H: -1.716 -1.026 0.441
H: 0.049 -0.079 1.752
H: -0.388 2.412 -1.287
H: 0.291 2.440 1.249
H: 0.683 -2.486 -0.968

***

[3]
Density functional theory data (ωB97M-V with the def2-TZVPD basis set) for a molecular structure, C4H4Br2.

Computed properties:
Frontier orbital gap   10.265 eV
E_tot   -144295.68784 eV
Relative energy (zero: lowest compared OMol25 entry of this formula, charge and spin)   71.0 kJ/mol
Max |F|   4.1 eV/Å
Spin multiplicity   1

CARTESIAN COORDINATES (ANGSTROEM)
Br: 2.357 1.599 0.010
Br: -2.287 1.596 -0.032
C: 0.470 0.992 -0.601
C: -0.282 -0.434 0.631
C: 0.347 -0.531 -0.516
C: -0.532 1.049 0.682
H: -0.665 -1.227 1.354
H: 0.806 -1.295 -1.124
H: 0.246 1.497 -1.630
H: -0.397 1.643 1.566

***

[4]
Density functional theory data (ωB97M-V with the def2-TZVPD basis set) for a molecular structure, C37H31Cl3N5O3ReSeSi.

Computed properties:
Frontier orbital gap (spin up / spin down)   6.387 / 7.252 eV
E_tot   -165389.13824 eV
Relative energy (zero: lowest compared OMol25 entry of this formula, charge and spin)   100.2 kJ/mol
Max |F|   2.2 eV/Å
<S²>   3.79
Total charge   -1
Spin multiplicity   4

CARTESIAN COORDINATES (ANGSTROEM)
Re: 0.268 -0.145 -0.820
Se: 1.264 -1.372 -2.818
Cl: 4.524 0.514 -2.708
Cl: -4.185 5.075 -0.572
Cl: 2.425 2.315 -2.080
Si: -0.061 -0.733 -4.591
O: -1.407 0.072 -1.782
O: 4.200 0.092 0.573
O: 2.122 -0.043 -0.093
N: -0.356 1.651 -0.068
N: 1.731 4.614 1.201
N: 0.108 0.165 2.986
N: 1.450 2.223 1.565
N: 0.619 6.651 0.328
C: -0.449 -0.851 3.596
C: -4.789 -1.380 -0.448
C: 3.023 -3.166 1.894
C: 1.993 1.683 2.769
C: 3.807 1.616 4.405
C: 1.355 -1.076 5.161
C: 3.258 0.494 4.981
C: -2.220 3.328 -0.368
C: -1.575 2.109 -0.548
C: 1.173 3.459 1.124
C: -4.005 0.254 1.193
C: 3.162 2.162 3.273
C: 0.179 -1.518 4.642
C: -3.569 -2.042 -0.360
C: -2.561 -1.563 0.461
C: 3.317 0.369 -0.211
C: -5.014 -0.264 0.376
C: -2.097 1.230 -1.525
C: -4.052 2.626 -1.732
C: -0.415 1.155 -4.770
C: -0.037 -1.867 0.249
C: 0.111 2.386 1.040
C: 2.217 -4.854 0.396
C: 0.958 -1.347 -6.106
C: 1.346 0.581 3.382
C: -1.295 -2.282 0.509
C: 3.735 1.354 -1.368
C: 1.081 -2.763 0.542
C: -1.759 -1.699 -4.592
C: 1.191 -3.983 -0.029
C: 3.129 -4.446 1.385
C: 1.111 5.688 0.686
C: -3.479 3.550 -0.928
C: 1.968 -2.366 1.515
C: -3.331 1.461 -2.020
C: -2.776 -0.390 1.206
C: 2.002 -0.008 4.487
H: -3.420 -2.907 -0.990
H: 0.509 1.741 -4.725
H: 3.722 0.029 5.817
H: -0.692 2.519 1.780
H: 3.923 -5.093 1.724
H: -4.167 1.200 1.738
H: 0.514 -4.198 -0.816
H: -5.575 -1.722 -1.136
H: 2.320 -5.802 -0.033
H: -5.986 0.232 0.422
H: 1.944 -1.352 1.874
H: 0.270 -1.237 -6.965
H: 3.610 2.998 2.724
H: -1.638 -2.755 -4.260
H: -1.918 0.078 1.758
H: -5.051 2.833 -2.145
H: 1.913 -0.783 -6.215
H: 3.747 -2.823 2.631
H: -1.740 4.162 0.184
H: -1.480 -3.328 0.854
H: 4.780 2.070 4.718
H: -1.072 1.553 -3.923
H: -0.404 -2.321 5.055
H: -0.933 1.341 -5.713
H: -2.234 -1.633 -5.546
H: -1.464 -1.153 3.293
H: -2.414 -1.211 -3.914
H: -3.804 0.798 -2.686
H: 4.457 2.063 -0.919
H: 1.155 -2.432 -5.996
H: 1.737 -1.586 6.018